10
Properties=species:S:1:pos:R:3:forces:R:3:lowdin_charge:R:1 method="wB97M-V/def2-TZVPD" charge=-1 energy_ev=-20598.573 relative_energy_kcal_mol=85.47
C 0.7641 1.2287 0.2782 2.29 0.12 -1.01 -0.464
C 1.0403 -1.2688 -0.1902 -2.52 -0.88 0.04 -0.580
C -0.5696 1.2309 0.2940 -2.57 0.65 -0.61 -0.382
C -1.3053 -0.7655 0.1483 -1.35 1.04 -0.42 -0.466
N -0.3219 -1.4674 -0.1318 3.37 -0.57 -0.26 0.014
O -1.5732 1.9051 0.2295 1.04 -0.53 0.15 0.021
O -2.5019 -0.7903 0.2445 -0.06 0.09 0.77 0.022
S 1.7335 -0.1485 0.8927 0.20 -0.05 0.49 0.739
H 1.3099 1.6460 -0.6144 -0.99 -0.14 1.03 0.064
H 1.4240 -1.5701 -1.1507 0.60 0.27 -0.17 0.031

74
Properties=species:S:1:pos:R:3:forces:R:3:lowdin_charge:R:1 method="wB97M-V/def2-TZVPD" charge=+1 energy_ev=-82958.438
C 2.0123 0.6277 -0.2310 -2.83 1.71 -0.06 -0.235
C 0.4720 1.1921 -0.3527 2.13 0.56 0.08 -0.484
C 0.5120 2.6924 -0.5186 -0.37 -0.31 -0.90 -0.186
C -0.8217 3.3713 -0.8950 0.69 0.96 0.53 -0.297
C -0.5711 4.8817 -0.6965 -0.04 -0.47 0.53 -0.046
C -2.0646 3.0267 -0.0093 0.40 -0.27 -0.75 -0.245
C -1.6801 2.7674 1.3769 0.03 -0.02 0.47 -0.197
N -1.3963 2.5804 2.4761 -0.01 -0.09 -0.34 0.230
C -3.0545 1.9512 -0.4925 -1.21 -1.12 1.06 -0.553
F -2.6226 0.6038 -0.2435 0.32 0.68 -0.33 -0.219
C -3.4031 2.1034 -1.8881 0.71 0.55 -0.37 -0.282
N -3.5649 2.4561 -2.9710 -0.15 -0.30 0.11 0.226
P -4.7053 2.2353 0.5332 -1.22 2.40 0.77 0.615
O -4.4895 1.4459 1.9262 0.81 -0.47 -0.71 -0.332
I -6.3261 1.0090 -0.7848 0.19 -0.83 -0.47 0.712
H 2.4843 0.7078 -1.2037 -0.05 -0.02 -0.07 0.012
H 2.4839 1.2767 0.5073 0.27 -0.12 -0.08 0.071
H 1.9969 -0.3692 0.1760 0.47 -0.59 0.09 -0.052
H -0.0815 0.6534 -1.1759 0.70 1.33 0.37 0.040
H 0.0078 0.8960 0.6089 0.72 2.59 -0.81 -0.101
H 0.9682 3.1686 0.3502 -0.16 -0.12 0.18 0.134
H 1.1924 2.8908 -1.3515 0.02 0.19 0.03 0.132
H -1.0074 3.2341 -1.9600 -0.44 -0.45 0.10 0.139
H -0.4346 5.0416 0.3772 -0.01 0.20 0.00 0.092
H 0.3648 5.1722 -1.1683 -0.16 0.19 -0.23 0.092
H -1.4176 5.4851 -1.0166 0.13 0.11 -0.24 0.092
H -2.6664 3.9402 0.0201 -0.15 -0.05 -0.04 0.142
H -3.7281 0.8463 1.8985 -0.20 -0.15 0.22 0.051
F -7.0341 2.7748 1.7289 -0.13 -0.27 -0.33 -0.695
N -9.2625 1.8318 1.0688 -0.81 0.15 0.01 0.240
H -9.0081 2.6896 1.5838 0.80 -0.11 0.04 0.115
H -10.0497 1.9916 0.4432 -0.04 -0.06 0.03 0.140
H -8.4219 1.5876 0.5403 0.49 0.17 0.13 -0.062
H -9.4819 1.0848 1.7233 0.07 0.05 0.06 0.142
Cs -0.5285 -1.0548 0.3706 -1.37 -5.82 1.35 1.366
C -6.8671 -1.7662 -3.6527 -0.11 0.09 -0.02 -0.911
O -6.5841 -2.2691 -4.7321 0.05 -0.04 0.02 0.275
O -6.2121 -1.9489 -2.6004 0.00 0.00 -0.03 0.234
O -7.8392 -1.0042 -3.4567 0.05 -0.06 0.01 0.262
C -2.5684 3.0767 7.3797 0.02 0.03 -0.08 -0.691
O -2.3074 2.9364 8.5585 -0.01 -0.02 0.04 0.028
N -1.6005 3.2755 6.4313 0.03 0.00 -0.04 0.145
N -3.8510 3.0474 6.9003 -0.07 -0.04 -0.01 0.144
H -1.7936 3.3913 5.4544 -0.01 -0.03 0.00 0.071
H -0.6495 3.3020 6.7477 -0.01 0.00 0.02 0.101
H -4.5845 2.9041 7.5684 0.02 0.01 0.01 0.100
H -4.0877 3.1611 5.9330 0.02 0.02 0.00 0.088
Al 4.3305 -0.6082 -0.3344 0.50 -1.55 3.27 0.604
C 3.3248 -5.1826 -3.2919 0.28 0.03 0.19 -0.072
C 3.2768 -3.7138 -3.6684 0.27 -0.12 0.05 -0.251
O 4.1018 -2.8705 -2.8680 -0.31 0.30 0.02 -0.215
C 5.4732 -3.1104 -2.8181 0.23 -0.25 0.09 -0.353
C 6.2048 -3.0242 -4.1461 -0.19 -0.18 -0.10 -0.060
H 3.1200 -5.3113 -2.2275 -0.07 0.01 -0.01 0.083
H 2.5837 -5.7410 -3.8619 -0.02 0.01 -0.01 0.083
H 4.3021 -5.6251 -3.4984 -0.03 -0.02 -0.08 0.067
H 2.2828 -3.3292 -3.4820 -0.25 0.10 -0.09 0.116
H 3.4988 -3.5835 -4.7319 0.05 0.05 0.00 0.118
H 5.6427 -4.0897 -2.3300 0.13 -0.10 -0.19 0.088
H 5.8730 -2.3468 -2.1391 -0.12 0.04 -0.03 0.037
H 5.8836 -3.8063 -4.8345 0.03 -0.04 -0.01 0.075
H 7.2815 -3.1335 -4.0006 0.00 0.04 0.00 0.075
H 6.0117 -2.0638 -4.6225 0.04 0.04 0.06 0.091
C 3.8503 -3.0230 2.1370 -0.11 -0.63 0.13 -0.449
O 3.2901 -2.1858 1.2009 -0.75 -0.80 -1.88 -0.622
H 3.1910 -3.8364 2.5114 -0.22 0.13 -0.47 0.056
H 4.7608 -3.5820 1.8001 0.18 -0.01 -0.33 0.025
H 4.1902 -2.5612 3.0725 0.00 0.44 -0.16 0.006
Cl 4.5318 -0.2566 2.2475 1.04 2.12 -1.01 -0.090
N 7.4552 -4.3839 -0.2794 0.01 -0.06 0.09 0.331
H 7.9068 -5.0570 -0.9012 -0.02 0.02 0.00 0.158
H 7.8721 -4.4437 0.6535 -0.08 0.06 0.02 0.163
H 7.5798 -3.4388 -0.6501 -0.11 0.06 0.04 0.149
H 6.4526 -4.5915 -0.2192 -0.07 0.15 0.09 0.143

74
Properties=species:S:1:pos:R:3:forces:R:3:lowdin_charge:R:1 method="wB97M-V/def2-TZVPD" charge=+3 energy_ev=-68036.561 relative_energy_kcal_mol=12.67
Sn 0.4007 0.8349 -0.1681 0.40 -0.05 -0.24 1.192
C -7.6589 -10.0460 0.2840 0.24 0.13 0.13 0.054
O -6.4753 -9.3265 0.7717 -0.08 -0.02 -0.18 0.036
C -6.3776 -8.0482 0.7181 -0.03 -0.21 0.14 -0.207
C -7.4166 -7.1816 0.2603 0.05 0.12 0.00 0.047
C -7.1803 -5.8515 0.2476 -0.04 -0.15 0.00 0.072
C -5.9080 -5.3156 0.6794 -0.07 0.20 -0.05 -0.232
C -4.8866 -6.2104 1.1839 -0.01 -0.11 0.04 0.050
C -5.1175 -7.5328 1.2026 -0.05 0.14 -0.06 0.063
N -5.7869 -4.0238 0.5742 -0.06 -0.35 -0.25 0.158
N -4.7664 -3.3833 1.0236 0.09 0.23 0.52 0.123
C -3.8804 -2.7253 0.3867 0.12 0.17 -0.26 -0.169
C -3.7270 -2.7950 -1.0719 -0.07 -0.02 0.09 0.057
C -2.7311 -2.1727 -1.7070 0.08 0.10 0.10 0.064
C -1.7590 -1.3612 -0.9652 0.04 0.02 0.12 -0.311
O -0.8029 -0.8302 -1.5114 -0.14 -0.04 0.05 -0.059
C -1.9621 -1.1825 0.5044 0.07 0.10 -0.18 -0.149
N -1.1165 -0.3439 1.1285 -0.09 -0.17 0.15 -0.008
C -1.2773 -0.1283 2.4284 -0.02 -0.02 0.08 -0.082
C -2.2811 -0.7495 3.1694 0.01 0.02 -0.05 0.020
C -3.1444 -1.6154 2.5348 0.05 0.01 0.05 0.050
C -2.9821 -1.8405 1.1664 -0.14 -0.18 -0.09 -0.056
H -7.3267 -11.0729 0.1983 -0.05 -0.03 0.02 0.114
H -7.9481 -9.6517 -0.6856 -0.04 -0.04 -0.01 0.106
H -8.4422 -9.9456 1.0305 -0.06 -0.02 -0.05 0.119
H -8.3723 -7.5784 -0.0462 0.01 -0.01 -0.02 0.130
H -7.9347 -5.1494 -0.0831 0.02 0.02 0.00 0.143
H -3.9572 -5.8033 1.5596 -0.01 0.02 -0.02 0.128
H -4.4000 -8.2496 1.5771 0.00 -0.01 0.00 0.146
H -4.4651 -3.3688 -1.6194 0.03 -0.03 0.00 0.131
H -2.6076 -2.2144 -2.7812 0.00 -0.01 0.00 0.143
H -0.5879 0.5646 2.8933 0.01 0.00 -0.03 0.101
H -2.3765 -0.5373 4.2248 0.01 0.00 0.00 0.131
H -3.9402 -2.1072 3.0784 0.00 -0.01 -0.02 0.134
C 3.3444 2.5047 1.7352 0.04 0.04 0.04 -0.266
P 2.4446 0.9570 2.0703 -0.20 0.07 0.00 0.724
C 2.4718 0.8469 3.8937 0.03 -0.06 0.03 -0.261
C 3.6771 -0.3026 1.5464 0.05 -0.02 0.01 -0.412
C 3.0734 -1.6989 1.3818 0.01 0.03 0.08 -0.402
P 1.7918 -1.7172 0.0734 -0.02 0.06 -0.11 0.754
C 2.7361 -1.9236 -1.4672 0.06 -0.02 -0.03 -0.244
C 0.9896 -3.3389 0.2876 -0.04 -0.06 0.02 -0.249
H 4.3269 2.4890 2.2101 0.00 0.02 -0.01 0.064
H 2.7922 3.3661 2.1125 0.00 -0.01 0.00 0.035
H 3.4784 2.6384 0.6611 -0.02 -0.01 0.00 0.049
H 3.4741 1.0424 4.2785 0.00 -0.01 0.00 0.060
H 2.1608 -0.1462 4.2211 0.00 0.00 -0.02 0.045
H 1.7865 1.5710 4.3363 0.00 0.02 -0.02 0.037
H 4.4872 -0.3088 2.2798 0.02 -0.04 -0.03 0.101
H 4.1192 0.0372 0.6055 -0.02 0.02 -0.01 0.086
H 2.6107 -2.0287 2.3168 -0.02 -0.01 -0.02 0.084
H 3.8458 -2.4312 1.1350 0.01 0.00 0.03 0.100
H 3.3989 -2.7886 -1.4144 -0.01 0.00 0.00 0.063
H 3.3362 -1.0359 -1.6714 0.00 0.00 0.03 0.051
H 2.0487 -2.0534 -2.3039 -0.02 0.00 0.02 0.053
H 1.7365 -4.1329 0.3438 0.00 0.01 0.00 0.062
H 0.3384 -3.5493 -0.5623 0.00 0.03 0.00 0.044
H 0.3956 -3.3549 1.2031 0.01 0.01 0.00 0.042
C -3.4668 3.5030 -1.7273 0.09 0.05 0.11 0.029
N -2.6171 3.7925 -0.5619 -0.09 0.12 -0.01 -0.025
C -2.6188 5.0187 0.0314 -0.06 -0.06 -0.10 0.004
C -1.8234 5.2988 1.0833 0.01 -0.04 -0.03 0.031
C -0.9815 4.2500 1.5482 0.05 0.05 0.01 -0.346
N -0.9737 3.0482 0.9640 -0.05 0.02 0.02 0.129
C -1.7806 2.8203 -0.0908 0.13 -0.21 -0.03 -0.534
O -1.7413 1.7028 -0.6721 -0.17 0.19 0.03 -0.161
N -0.1638 4.4437 2.5854 -0.02 -0.01 0.03 0.197
H -4.0432 4.3948 -1.9522 -0.02 -0.01 -0.03 0.101
H -4.1371 2.6795 -1.4967 0.00 -0.01 -0.01 0.102
H -2.8441 3.2397 -2.5779 -0.01 -0.01 -0.01 0.107
H -3.2915 5.7451 -0.4026 0.01 0.02 0.04 0.149
H -1.8258 6.2791 1.5339 0.00 -0.02 0.04 0.129
H -0.1466 5.3150 3.0870 0.00 0.02 -0.02 0.132
H 0.4027 3.6853 2.9209 0.01 -0.01 -0.01 0.097

82
Properties=species:S:1:pos:R:3:forces:R:3:lowdin_charge:R:1 method="wB97M-V/def2-TZVPD" charge=+4 energy_ev=-122793.399 relative_energy_kcal_mol=35.09
Tc -0.3507 0.2750 -4.1027 -0.20 0.62 -1.92 0.331
C 4.1619 -2.1200 -2.5299 -0.17 0.07 0.07 -0.005
C 2.8984 -1.9882 -1.7161 0.48 -0.16 -0.16 -0.204
C 2.7377 -2.5762 -0.4828 0.06 -0.03 0.13 0.128
C 1.5068 -2.5013 0.1960 0.01 0.03 0.07 -0.143
N 0.5713 -1.6434 -0.2080 0.10 0.11 -0.22 0.217
N 0.7625 -0.9970 -1.3466 -0.51 -0.04 -0.07 -0.005
B -0.1785 0.2058 -1.7741 -0.12 -0.34 0.71 -0.499
N -1.5878 0.2416 -1.0430 0.24 -0.20 -0.04 0.013
N -1.6577 0.0367 0.2717 0.01 0.28 -0.28 0.222
C -2.8209 0.2686 0.8837 0.04 -0.03 0.03 -0.132
C -3.8740 0.8894 0.1910 -0.08 0.03 0.15 0.123
C -3.8425 1.0062 -1.1770 -0.50 0.19 -0.27 -0.202
C -5.0095 1.5557 -1.9653 0.20 -0.02 0.11 -0.007
C -2.6544 0.5885 -1.7728 0.07 -0.11 -0.11 -0.511
S -2.5459 0.4493 -3.5104 0.73 -0.44 -0.01 0.732
C -2.9805 -0.2033 2.3186 0.01 -0.06 0.06 -0.528
C -4.3700 0.1496 2.8575 0.00 0.00 0.06 -0.039
C -1.9067 0.4124 3.2226 -0.02 0.09 -0.02 -0.026
C -2.8253 -1.7384 2.2965 -0.07 0.03 -0.16 -0.016
N 0.6099 1.5345 -1.4036 -0.08 -0.17 -0.20 -0.006
N 1.0179 1.5269 -0.1480 0.23 0.21 -0.04 0.211
C 1.7250 2.5683 0.2946 -0.06 -0.18 0.03 -0.130
C 1.9982 3.6537 -0.5571 0.08 0.12 0.11 0.134
C 1.5470 3.6778 -1.8554 0.11 0.39 -0.21 -0.202
C 1.8103 4.8217 -2.8016 -0.05 -0.25 0.04 -0.014
C 0.8396 2.5393 -2.2524 -0.12 -0.11 0.02 -0.511
S 0.2817 2.4082 -3.9022 -0.28 -0.59 -0.30 0.819
C 2.1830 2.5111 1.7379 -0.02 -0.03 0.07 -0.535
C 0.9189 2.5904 2.6129 0.03 0.15 -0.03 -0.017
C 2.9019 1.1724 1.9835 0.04 -0.04 -0.10 -0.024
C 3.1154 3.6755 2.0781 0.07 -0.03 0.02 -0.036
C 1.7980 -1.2565 -2.1549 -0.16 -0.11 -0.12 -0.529
S 1.6677 -0.7123 -3.8032 -0.39 0.55 0.34 0.811
C 1.1869 -3.3572 1.4094 -0.06 0.01 0.05 -0.524
C 0.9753 -2.4346 2.6265 0.10 0.04 -0.10 -0.018
C 2.3251 -4.3391 1.7045 -0.01 0.02 0.07 -0.039
C -0.0917 -4.1663 1.0951 0.09 0.00 -0.10 -0.022
H 4.7544 -2.9691 -2.1971 -0.04 0.00 0.02 0.108
H 4.7727 -1.2201 -2.4102 -0.04 -0.03 0.01 0.117
H 3.9641 -2.2371 -3.5977 -0.03 -0.04 0.08 0.079
H 3.5553 -3.1382 -0.0493 -0.07 -0.06 -0.04 0.142
H -4.7402 1.2412 0.7370 0.02 -0.09 -0.03 0.141
H -5.9428 1.4114 -1.4249 0.04 -0.02 0.02 0.109
H -5.1110 1.0984 -2.9494 0.01 -0.04 0.05 0.069
H -4.8813 2.6318 -2.1168 0.03 -0.05 0.02 0.119
H -4.5112 1.2284 2.9780 0.02 -0.09 -0.03 0.105
H -4.4755 -0.2996 3.8439 -0.03 0.03 0.02 0.109
H -5.1782 -0.2525 2.2374 0.09 0.00 0.09 0.099
H -2.0375 1.4948 3.3074 0.03 -0.07 0.00 0.100
H -0.9029 0.2070 2.8520 -0.05 -0.07 0.02 0.049
H -1.9970 -0.0145 4.2229 0.00 0.04 -0.05 0.111
H -3.6174 -2.2072 1.7018 0.08 0.03 0.08 0.103
H -2.8987 -2.1211 3.3154 -0.01 0.03 -0.04 0.111
H -1.8590 -2.0303 1.8843 -0.04 0.03 0.04 0.043
H 2.5788 4.4887 -0.1853 -0.03 -0.04 0.01 0.141
H 2.2893 5.6501 -2.2871 0.00 -0.01 0.05 0.108
H 0.8838 5.1890 -3.2503 0.01 -0.02 0.06 0.100
H 2.4686 4.5078 -3.6175 -0.02 -0.01 0.07 0.109
H 0.1993 1.8287 2.3220 0.01 -0.01 0.01 0.042
H 0.4467 3.5750 2.5344 0.03 -0.10 0.01 0.105
H 1.1934 2.4320 3.6571 -0.02 0.03 -0.04 0.112
H 2.2625 0.3227 1.7212 0.05 0.10 0.06 0.057
H 3.1592 1.0951 3.0417 -0.01 0.01 -0.08 0.106
H 3.8329 1.1115 1.4081 -0.11 0.00 0.06 0.098
H 2.6264 4.6476 1.9678 0.03 -0.07 0.03 0.098
H 4.0349 3.6630 1.4836 -0.09 0.00 0.03 0.105
H 3.4101 3.5879 3.1235 0.01 0.02 -0.02 0.109
H 1.9205 -1.9752 2.9297 -0.07 -0.03 -0.01 0.093
H 0.6022 -3.0195 3.4680 0.03 0.01 -0.04 0.108
H 0.2636 -1.6382 2.4089 -0.03 -0.05 0.00 0.050
H 3.2399 -3.8332 2.0279 -0.07 -0.04 -0.02 0.100
H 2.5531 -4.9840 0.8500 -0.04 0.04 0.07 0.100
H 2.0143 -4.9888 2.5222 0.04 0.00 0.00 0.111
H -0.8766 -3.5500 0.6528 0.02 0.01 0.08 0.061
H -0.4789 -4.6065 2.0153 0.05 0.01 -0.05 0.106
H 0.1357 -4.9853 0.4054 -0.04 0.08 0.04 0.096
S -3.1163 -2.8426 -4.2400 -0.47 -0.02 -0.31 0.095
Sb -2.5981 -3.3550 -6.5473 -0.01 0.15 0.44 0.990
S -1.0682 -0.1112 -6.2234 0.83 -0.29 1.68 0.174
S -1.1389 -2.8816 -4.5993 0.59 0.38 -0.07 -0.009
S -2.5761 -0.8759 -7.1971 -0.46 0.25 -0.02 0.107